1.
The following is a DFT calculation (ωB97M-V/def2-TZVPD) of C4H6N2O in the gas phase in a non-equilibrium geometry.

Element x y z (Å)
O  2.46  -1.79  -0.19
N  1.35  0.35  0.25
N  1.59  2.75  -0.03
C  1.46  1.64  0.20
C  2.55  -0.61  -0.23
C  0.14  -0.21  0.58
C  -0.96  0.31  -0.39
H  -0.40  0.54  -1.30
H  0.25  -1.30  0.70
H  3.17  0.08  -0.76
H  -0.20  -0.14  1.62
H  -1.84  -0.42  -0.29
H  -1.58  1.17  -0.02

Summary:
HOMO (spin up / spin down) = -5.13 / -10.28 eV
LUMO (spin up / spin down) = 0.52 / -3.97 eV
DFT total energy = -340.5256 a.u.
2S+1 = 3
energy above the lowest of the compared OMol25 structures with the same formula, charge and spin = 46.0 kcal/mol

***

2.
The following is a DFT calculation (ωB97M-V/def2-TZVPD) of a molecular structure, C43H35ClIN4OPSV in a non-equilibrium geometry.

Element x y z (Å)
I  -2.86  -2.63  3.34
V  0.12  -0.20  -0.10
Cl  -3.89  -5.69  -1.33
S  3.03  1.46  -3.10
P  1.52  -0.37  2.10
O  -1.16  -1.05  1.07
N  -0.34  1.72  1.60
N  -0.66  -1.67  -1.42
N  0.42  0.26  3.23
N  1.83  0.05  -1.33
C  0.36  1.77  -2.19
C  -1.82  -2.12  0.59
C  6.58  -3.21  0.19
C  2.54  -2.23  3.93
C  3.07  1.70  3.14
C  -3.25  -4.06  0.71
C  2.71  -3.50  4.44
C  3.06  0.52  2.42
C  -1.49  1.66  3.71
C  -2.60  -2.95  1.33
C  -1.94  1.71  -1.57
C  -3.08  -4.34  -0.61
C  -0.50  1.22  2.83
C  1.82  -2.03  2.75
C  2.17  -4.60  3.78
C  -0.39  -1.91  -2.68
C  4.27  -4.09  0.48
C  3.47  -1.74  -0.91
C  4.73  -2.24  -1.19
C  -1.58  -2.45  -0.78
C  -2.30  2.69  3.30
C  0.11  2.78  -3.11
C  5.51  -4.56  -1.63
C  -1.90  -3.76  -2.76
C  -2.20  2.71  -2.49
C  5.15  -0.38  -2.73
C  1.67  1.10  -2.11
C  3.87  0.10  -2.44
C  4.26  0.03  1.89
C  5.44  0.73  2.09
C  -1.00  -2.95  -3.40
C  1.46  -4.41  2.60
C  5.56  -1.53  -2.09
C  3.06  -0.56  -1.53
C  -2.21  -3.53  -1.40
C  4.25  2.40  3.33
C  1.28  -3.14  2.09
C  -1.11  2.75  1.25
C  5.44  1.92  2.80
C  -1.18  3.26  -3.26
C  -0.65  1.22  -1.38
C  5.26  -3.52  -0.54
C  -2.10  3.28  2.05
H  2.82  -2.25  -0.22
H  7.37  -2.93  -0.50
H  0.34  -1.26  -3.15
H  0.73  -3.01  1.17
H  4.58  -4.82  -2.14
H  -0.92  3.17  0.27
H  -3.08  3.06  3.96
H  -2.37  -4.58  -3.29
H  2.15  2.09  3.56
H  6.45  -2.39  0.91
H  5.80  0.12  -3.43
H  6.37  0.33  1.68
H  6.91  -4.09  0.74
H  6.54  -1.92  -2.31
H  0.19  -0.31  4.02
H  -1.39  4.05  -3.97
H  -2.76  1.32  -0.98
H  6.36  2.46  2.96
H  4.28  -0.90  1.35
H  5.93  -5.47  -1.20
H  2.99  -1.38  4.44
H  1.04  -5.27  2.08
H  4.69  -5.00  0.92
H  4.05  -3.40  1.29
H  0.91  3.20  -3.73
H  2.31  -5.59  4.18
H  -3.90  -4.69  1.31
H  -1.60  1.20  4.68
H  4.25  3.33  3.89
H  -0.74  -3.10  -4.44
H  3.32  -4.37  0.01
H  -3.21  3.07  -2.62
H  6.21  -4.20  -2.39
H  3.27  -3.65  5.36
H  -2.68  4.12  1.71

Summary:
HOMO (spin up / spin down) = -10.53 / -10.53 eV
LUMO (spin up / spin down) = -3.22 / -3.06 eV
DFT total energy = -4395.2643 a.u.
2S+1 = 3
energy above the lowest of the compared OMol25 structures with the same formula, charge and spin = 0.0 kcal/mol
net charge = +1

***

3.
The following is a DFT calculation (ωB97M-V/def2-TZVPD) of a molecular structure, C27H26AsGaN4O3S6.

Element x y z (Å)
As  -1.72  -4.54  -1.40
Ga  0.02  -2.27  -0.09
S  0.31  -4.52  -0.42
S  1.01  -1.63  -2.65
S  -2.09  -2.33  -1.01
S  -1.39  -1.79  2.92
S  -3.07  -5.73  -0.33
S  -1.52  -4.93  -3.47
O  0.22  -0.20  0.01
O  -2.39  -2.59  2.29
O  -1.15  -1.96  4.33
N  -0.02  -1.93  2.06
N  -0.59  0.05  -3.96
N  2.08  -2.17  0.50
N  0.27  0.90  -2.04
C  -1.70  0.84  3.71
C  -2.39  0.30  1.47
C  1.16  -1.42  2.55
C  1.19  3.26  2.03
C  -2.72  1.62  1.25
C  -0.86  -0.97  -4.96
C  2.30  -1.58  1.70
C  0.81  3.30  -0.72
C  4.41  -2.18  0.05
C  3.78  -0.53  3.33
C  -2.03  2.17  3.49
C  -2.21  -1.65  -4.77
C  3.60  -1.19  2.09
C  -1.30  1.32  -4.09
C  -1.87  -0.08  2.70
C  0.39  0.80  -0.74
C  -2.52  1.44  -3.17
C  0.90  2.08  1.35
C  4.66  -1.51  1.21
C  0.19  -0.17  -2.87
C  -2.53  2.57  2.26
C  1.09  4.47  -0.04
C  1.40  -0.79  3.77
C  0.71  2.09  -0.03
C  3.08  -2.49  -0.28
C  2.69  -0.34  4.12
C  1.28  4.46  1.34
H  1.51  5.37  1.87
H  -2.77  3.61  2.08
H  -2.20  1.37  -2.13
H  -0.06  -1.70  -4.92
H  -2.32  -2.46  -5.49
H  -3.11  1.93  0.29
H  -0.82  -0.47  -5.94
H  1.16  5.41  -0.58
H  5.21  -2.46  -0.63
H  -3.00  2.41  -3.32
H  2.82  -2.99  -1.21
H  2.80  0.15  5.08
H  -1.61  1.40  -5.13
H  5.67  -1.22  1.49
H  0.65  3.29  -1.79
H  4.77  -0.21  3.63
H  -3.24  0.65  -3.36
H  -1.89  2.90  4.28
H  0.80  1.15  1.88
H  1.33  3.23  3.10
H  0.60  -0.67  4.48
H  -1.32  0.52  4.68
H  -0.61  2.13  -3.87
H  -3.03  -0.94  -4.91
H  -2.54  -0.45  0.70
H  -2.27  -2.09  -3.78

Summary:
HOMO = -1.36 eV
LUMO = 4.10 eV
DFT total energy = -8039.1968 a.u.
energy above the lowest of the compared OMol25 structures with the same formula, charge and spin = 12.4 kcal/mol
net charge = -2

***

4.
The following is a DFT calculation (ωB97M-V/def2-TZVPD) of C2H5N3O in the gas phase in a non-equilibrium geometry.

Element x y z (Å)
O  0.65  1.37  0.40
N  0.15  -0.74  0.10
N  -0.84  -0.04  0.66
N  2.40  -0.03  -0.16
C  1.09  0.20  0.11
C  -2.06  -0.10  -0.11
H  -1.89  -0.05  -1.19
H  3.03  0.73  -0.03
H  -2.73  0.70  0.22
H  -2.54  -1.06  0.13
H  2.74  -0.98  -0.13

Summary:
HOMO (spin up / spin down) = -8.86 / -8.90 eV
LUMO (spin up / spin down) = -0.76 / -1.00 eV
DFT total energy = -318.6000 a.u.
energy above the lowest of the compared OMol25 structures with the same formula, charge and spin = 94.4 kcal/mol

***

Repeat the second record exactly.
The following is a DFT calculation (ωB97M-V/def2-TZVPD) of a molecular structure, C43H35ClIN4OPSV in a non-equilibrium geometry.

Element x y z (Å)
I  -2.86  -2.63  3.34
V  0.12  -0.20  -0.10
Cl  -3.89  -5.69  -1.33
S  3.03  1.46  -3.10
P  1.52  -0.37  2.10
O  -1.16  -1.05  1.07
N  -0.34  1.72  1.60
N  -0.66  -1.67  -1.42
N  0.42  0.26  3.23
N  1.83  0.05  -1.33
C  0.36  1.77  -2.19
C  -1.82  -2.12  0.59
C  6.58  -3.21  0.19
C  2.54  -2.23  3.93
C  3.07  1.70  3.14
C  -3.25  -4.06  0.71
C  2.71  -3.50  4.44
C  3.06  0.52  2.42
C  -1.49  1.66  3.71
C  -2.60  -2.95  1.33
C  -1.94  1.71  -1.57
C  -3.08  -4.34  -0.61
C  -0.50  1.22  2.83
C  1.82  -2.03  2.75
C  2.17  -4.60  3.78
C  -0.39  -1.91  -2.68
C  4.27  -4.09  0.48
C  3.47  -1.74  -0.91
C  4.73  -2.24  -1.19
C  -1.58  -2.45  -0.78
C  -2.30  2.69  3.30
C  0.11  2.78  -3.11
C  5.51  -4.56  -1.63
C  -1.90  -3.76  -2.76
C  -2.20  2.71  -2.49
C  5.15  -0.38  -2.73
C  1.67  1.10  -2.11
C  3.87  0.10  -2.44
C  4.26  0.03  1.89
C  5.44  0.73  2.09
C  -1.00  -2.95  -3.40
C  1.46  -4.41  2.60
C  5.56  -1.53  -2.09
C  3.06  -0.56  -1.53
C  -2.21  -3.53  -1.40
C  4.25  2.40  3.33
C  1.28  -3.14  2.09
C  -1.11  2.75  1.25
C  5.44  1.92  2.80
C  -1.18  3.26  -3.26
C  -0.65  1.22  -1.38
C  5.26  -3.52  -0.54
C  -2.10  3.28  2.05
H  2.82  -2.25  -0.22
H  7.37  -2.93  -0.50
H  0.34  -1.26  -3.15
H  0.73  -3.01  1.17
H  4.58  -4.82  -2.14
H  -0.92  3.17  0.27
H  -3.08  3.06  3.96
H  -2.37  -4.58  -3.29
H  2.15  2.09  3.56
H  6.45  -2.39  0.91
H  5.80  0.12  -3.43
H  6.37  0.33  1.68
H  6.91  -4.09  0.74
H  6.54  -1.92  -2.31
H  0.19  -0.31  4.02
H  -1.39  4.05  -3.97
H  -2.76  1.32  -0.98
H  6.36  2.46  2.96
H  4.28  -0.90  1.35
H  5.93  -5.47  -1.20
H  2.99  -1.38  4.44
H  1.04  -5.27  2.08
H  4.69  -5.00  0.92
H  4.05  -3.40  1.29
H  0.91  3.20  -3.73
H  2.31  -5.59  4.18
H  -3.90  -4.69  1.31
H  -1.60  1.20  4.68
H  4.25  3.33  3.89
H  -0.74  -3.10  -4.44
H  3.32  -4.37  0.01
H  -3.21  3.07  -2.62
H  6.21  -4.20  -2.39
H  3.27  -3.65  5.36
H  -2.68  4.12  1.71

Summary:
HOMO (spin up / spin down) = -10.53 / -10.53 eV
LUMO (spin up / spin down) = -3.22 / -3.06 eV
DFT total energy = -4395.2643 a.u.
2S+1 = 3
energy above the lowest of the compared OMol25 structures with the same formula, charge and spin = 0.0 kcal/mol
net charge = +1